The following is a DFT calculation (ωB97M-V/def2-TZVPD) of C3H3N2S as an isolated structure at a distorted geometry.

Summary:
Energy relative to the best compared isomer or geometry (same formula, charge and spin) ... 5.705 eV
Largest force on an atom ... 0.1024 Eh/bohr
Highest occupied orbital energy (alpha / beta) ... -14.820 / -14.825 eV
Orbital gap (alpha / beta) ... 7.83 / 7.84 eV
Charge ... +1
E_tot ... -623.2850 Ha

XYZ file:
```
9
C3H3N2S (ωB97M-V/def2-TZVPD)
C -0.32924 -1.02651 -0.01522
C -1.07070 0.45010 -1.18653
C 0.43425 0.94017 -0.18428
N -1.35944 -0.66203 -0.60170
N 0.49887 -0.02554 0.62562
S 1.32300 -0.52841 1.93855
H -1.28605 0.71759 -2.17489
H 1.18121 1.72537 -0.38592
H 0.60811 -1.59075 1.98437
```